Entry 1:
{"formula": "C8HF5MgN9S", "method": "ωB97M-V/def2-TZVPD", "symbols": ["N", "H", "S", "N", "C", "N", "F", "F", "C", "C", "Mg", "F", "F", "C", "N", "C", "F", "N", "C", "N", "N", "N", "C", "C", "N"], "positions_angstrom": [[0.609, 1.632, -4.567], [1.242, 3.388, -2.800], [-1.643, -0.548, -0.677], [1.822, 2.746, 0.924], [0.979, 1.443, -3.307], [1.516, 1.138, -0.443], [1.175, -2.568, 3.056], [-0.956, -2.662, 4.773], [-1.405, -1.100, 0.913], [-1.097, -2.139, 3.542], [0.721, -0.439, -1.185], [-3.666, -0.661, 1.469], [-3.384, -1.712, 3.943], [1.500, 2.308, -1.108], [1.344, 2.446, -2.455], [-0.017, -2.096, 2.668], [0.884, -1.647, 0.537], [0.590, -0.474, -4.148], [-0.185, -1.601, 1.388], [1.692, 3.318, -0.269], [0.381, 0.411, -5.039], [0.982, 0.127, -3.009], [-2.470, -1.134, 1.842], [-2.331, -1.654, 3.112], [1.718, 1.478, 0.840]], "nbo_charge": [-0.386, 0.424, -0.434, -0.101, 0.443, -0.663, -0.302, -0.297, -0.258, 0.228, 1.711, -0.295, -0.297, 0.443, -0.593, 0.328, -0.365, -0.134, 0.256, -0.387, -0.100, -0.662, 0.304, 0.278, -0.138], "charge": -1}

***

Entry 2:
{"formula": "C90H190N10O10", "method": "ωB97M-V/def2-TZVPD", "symbols": ["H", "C", "H", "C", "H", "H", "H", "N", "H", "C", "H", "H", "H", "H", "H", "C", "H", "H", "C", "C", "H", "C", "H", "H", "H", "C", "C", "C", "H", "C", "H", "H", "H", "C", "H", "H", "O", "H", "H", "H", "C", "H", "H", "C", "H", "H", "H", "H", "C", "C", "C", "C", "H", "H", "H", "C", "H", "H", "H", "C", "C", "O", "H", "H", "H", "H", "C", "H", "H", "H", "H", "H", "H", "H", "C", "H", "H", "H", "C", "H", "H", "C", "H", "C", "H", "C", "H", "H", "H", "C", "H", "H", "H", "C", "H", "H", "H", "H", "H", "C", "C", "H", "H", "H", "C", "C", "H", "H", "H", "C", "H", "H", "C", "H", "C", "C", "C", "C", "H", "C", "H", "C", "N", "H", "H", "H", "C", "N", "H", "C", "H", "H", "H", "O", "C", "O", "H", "H", "H", "O", "H", "C", "H", "H", "C", "C", "C", "C", "H", "H", "N", "H", "C", "N", "H", "C", "O", "H", "C", "H", "H", "H", "H", "H", "C", "H", "H", "H", "H", "H", "H", "C", "H", "C", "C", "H", "C", "C", "H", "H", "C", "C", "H", "H", "C", "C", "C", "H", "H", "N", "H", "C", "H", "H", "H", "C", "H", "H", "H", "O", "H", "C", "H", "O", "H", "N", "H", "H", "C", "H", "C", "H", "H", "H", "C", "C", "H", "H", "H", "C", "H", "C", "H", "C", "H", "H", "H", "N", "H", "C", "C", "H", "H", "H", "H", "H", "H", "C", "H", "H", "H", "H", "H", "H", "H", "H", "H", "H", "O", "C", "H", "C", "H", "H", "H", "H", "H", "H", "H", "H", "H", "C", "H", "C", "H", "H", "C", "H", "C", "H", "H", "C", "N", "C", "H", "H", "C", "H", "H", "C", "H", "C", "H", "C", "C", "H", "C", "H", "H", "N", "H", "H", "H", "H", "H", "H", "H", "H", "H", "O"], "positions_angstrom": [[-3.175, 1.768, -6.639], [-1.282, 5.780, 8.195], [2.275, 6.725, 6.901], [-2.203, -5.223, 4.720], [-10.746, -0.981, 6.184], [3.376, 9.079, 6.846], [-6.953, -3.382, -0.240], [1.279, 9.420, 4.279], [-12.090, 0.821, 7.122], [-3.050, 1.656, -3.115], [-3.887, 3.278, 5.804], [-5.317, 4.269, 1.151], [-6.814, -4.671, 0.905], [0.911, 11.748, 5.822], [-8.223, 3.560, -4.072], [-1.373, 7.508, 9.889], [-2.924, 0.616, 0.470], [-7.715, 2.814, 9.865], [-0.117, 7.670, 3.193], [2.609, 0.112, 9.284], [0.486, -1.852, 2.371], [-5.733, 0.271, -3.786], [-5.447, 6.554, 6.063], [-5.373, 0.373, -2.762], [-10.755, 3.772, 7.462], [0.014, -3.750, 3.319], [3.400, 10.579, 4.577], [4.737, 1.471, 9.103], [0.312, 7.313, 12.905], [2.735, 8.651, 6.076], [2.014, 1.947, 11.140], [-10.070, 7.197, 9.022], [-9.500, 4.492, 5.063], [-6.804, -4.863, -2.536], [-11.660, 4.558, 6.284], [-10.416, 6.013, 7.649], [-0.296, 3.915, 10.048], [1.458, 10.192, 2.617], [-0.407, 5.330, 13.837], [-4.510, -1.149, 10.371], [-4.236, -3.033, -0.687], [-4.756, 0.524, -5.791], [-11.470, -0.126, 4.838], [-6.570, 7.154, 8.239], [-3.457, 1.527, 7.109], [-8.595, 0.796, 7.730], [-7.293, 3.362, -5.488], [-10.468, 7.767, 5.337], [-4.587, -3.914, -2.941], [-2.826, 5.428, 10.108], [-10.324, 7.049, 7.973], [-4.663, -6.390, -3.090], [-0.938, -2.528, 1.746], [-7.922, 7.570, 9.697], [2.957, 2.670, 5.248], [-10.047, 8.553, 5.964], [-1.689, 8.197, 5.324], [-3.679, 3.872, 1.021], [-12.831, 3.093, 4.144], [-6.964, -0.562, 9.627], [0.062, -2.812, 2.075], [-8.752, 6.196, 5.350], [-7.278, -5.625, -3.154], [-0.274, 6.015, 7.852], [-7.570, 2.249, 5.071], [-10.143, 2.642, 2.507], [-3.089, 3.796, 5.272], [-2.677, -2.225, 6.310], [-1.035, 8.968, 11.410], [0.994, 7.545, 11.157], [-9.393, -0.550, 4.261], [-6.181, 6.462, 8.986], [2.408, 5.395, 11.114], [0.605, 0.778, 7.563], [-1.694, 3.950, 3.165], [-2.974, -4.988, 3.985], [-7.022, 2.888, -1.720], [-4.902, -7.139, -0.709], [2.231, 9.943, 5.321], [-7.065, 1.197, -5.078], [5.262, 2.328, 8.681], [-8.409, 8.801, 7.966], [-5.431, -7.146, -2.925], [-7.882, 4.932, 7.792], [-4.557, -5.019, 2.208], [-7.212, 6.166, 7.151], [-3.853, -1.674, 8.748], [0.304, -4.884, 6.071], [3.544, 1.160, 11.631], [3.082, 1.866, 10.941], [0.879, 3.375, 5.694], [-11.332, 7.444, 7.845], [-2.368, 2.324, 0.847], [1.694, 5.073, 11.871], [1.204, 4.229, 7.135], [-3.166, 4.882, 5.327], [3.553, 2.820, 11.181], [-1.157, -1.242, 4.497], [-2.507, 1.511, 5.123], [0.246, 5.587, 11.654], [-7.706, 1.751, 10.106], [-1.779, 7.542, 12.009], [-1.332, 4.738, 3.825], [-3.633, 5.840, 9.503], [-4.255, 4.249, 3.039], [-7.209, 3.687, -4.451], [-3.549, -3.672, 1.703], [-0.787, 6.816, 3.299], [-2.931, 5.698, 11.159], [-2.886, -3.199, 5.866], [-2.753, 1.895, 9.568], [-7.011, 4.753, -4.338], [1.754, 7.650, 6.656], [-2.387, 2.491, -2.892], [2.463, -0.249, 7.804], [0.979, 3.228, 6.769], [0.238, 7.143, 11.831], [-4.818, 2.162, 1.751], [2.313, 11.756, 6.638], [-3.661, 1.333, 2.364], [-5.928, -2.532, 9.258], [-11.250, 1.181, 6.529], [-5.020, -5.376, -0.938], [-1.997, 0.317, 9.442], [-7.092, 4.239, 8.083], [-13.611, 2.360, 5.490], [-5.281, -5.153, -2.343], [2.481, 2.565, 8.625], [1.748, 3.985, 11.905], [-7.534, 1.035, 7.807], [-3.562, -2.982, 5.039], [-1.124, -4.910, 7.267], [3.247, -0.657, 9.720], [-5.249, 2.681, 8.769], [-3.819, 1.814, -4.476], [-5.644, -6.573, -0.485], [-4.725, -0.285, 3.446], [-0.953, 3.152, 3.220], [-0.242, -3.520, 6.864], [-10.030, 3.989, 4.440], [-2.619, -5.896, 5.469], [-1.186, -6.082, 3.856], [0.247, -5.769, 2.310], [-3.250, -3.824, 6.682], [-2.926, 0.827, 9.698], [-7.429, 8.189, 8.947], [-4.505, -0.991, 9.293], [-10.790, -0.014, 5.682], [-10.803, 9.155, 6.469], [1.946, -1.200, 7.670], [-10.166, 2.739, 5.063], [-5.007, 1.752, 0.759], [0.315, 8.373, 4.520], [-3.231, 2.017, 3.603], [-2.192, 3.489, 5.810], [3.391, 2.551, 6.241], [2.868, 3.876, 8.882], [-7.023, -3.906, -3.011], [1.595, 0.855, 7.115], [3.757, 9.919, 3.786], [-6.299, -3.125, 1.480], [-2.019, 1.350, -5.409], [-5.189, 4.158, 3.593], [-1.427, 9.748, 4.722], [-4.226, 0.498, 8.876], [-7.515, -5.015, -1.724], [-1.738, -6.949, 3.494], [3.398, -0.356, 7.254], [-5.731, -2.318, -2.134], [-6.822, 8.966, 9.410], [-11.047, 1.099, 2.840], [-3.872, 0.571, 7.425], [-3.010, 4.364, 9.964], [3.230, 1.586, 9.469], [-4.942, -4.216, 0.028], [-6.906, -0.594, 10.715], [-1.426, 5.953, 9.659], [-4.686, -2.623, -2.067], [-3.759, 1.651, -2.287], [-9.058, 9.420, 8.585], [2.194, 2.298, 7.218], [-1.007, 7.882, 11.319], [3.858, 3.515, 6.442], [-0.466, 7.850, 9.391], [-4.113, -0.066, 2.571], [-3.080, 3.468, 3.754], [-11.657, 3.636, 6.866], [-4.447, 4.608, -4.980], [-5.554, 2.701, 7.859], [-0.293, 5.257, 10.322], [1.565, -0.035, 9.560], [-0.907, 8.953, 5.255], [-0.023, 3.000, 7.133], [4.092, 1.723, 6.346], [1.626, 6.659, 4.875], [-4.547, 3.684, 1.653], [-3.091, 0.581, 10.747], [-5.529, 4.839, 6.758], [-3.856, 5.255, 2.908], [-2.231, 1.353, 4.217], [-3.575, -4.159, -3.262], [-9.497, 0.276, 4.964], [1.639, -2.899, 4.314], [-4.297, 4.195, -4.126], [-1.150, -5.006, 1.850], [-0.979, -3.144, 4.248], [-5.675, 7.690, 7.923], [-3.293, -0.738, 2.824], [-9.250, 7.792, 7.093], [2.149, 5.265, 12.843], [-10.077, 1.592, 2.794], [-10.502, 1.416, 7.285], [-7.929, -0.954, 9.306], [-4.712, 0.296, 6.786], [-9.372, 1.660, 4.224], [-7.931, 1.909, 4.101], [2.078, -4.061, 3.087], [-5.400, 2.711, -1.581], [2.057, 4.258, 9.226], [-12.708, 2.301, 4.882], [-4.716, -0.455, 1.751], [-2.846, 2.024, -5.632], [4.219, 10.837, 5.249], [-6.796, 1.273, -4.025], [-7.510, 0.968, 3.746], [-3.205, -5.257, 1.113], [5.326, 1.201, 9.979], [-8.232, 6.860, 6.400], [-1.378, 4.711, 8.004], [-11.456, 2.440, 5.810], [-6.043, 5.663, 6.263], [-1.663, 5.296, 12.659], [-4.042, -1.821, -2.428], [1.248, 8.036, 7.541], [-4.996, -3.653, -3.918], [-6.362, 5.250, 5.306], [1.451, 0.511, 6.090], [-2.599, 1.329, 1.228], [-2.361, 2.999, -5.677], [-1.769, 4.315, 2.141], [-4.304, -2.134, -0.074], [-9.484, 1.034, 2.070], [0.082, 6.558, 5.653], [3.522, 8.128, 5.532], [-8.744, 1.429, 10.024], [1.106, 10.421, 7.019], [1.599, -4.731, 4.593], [-2.009, 6.379, 7.647], [-0.472, -1.883, 4.702], [-6.338, -3.744, 0.584], [-9.365, 9.189, 5.400], [-6.117, 3.188, -2.249], [-5.875, 4.230, -2.040], [-8.687, 0.026, 5.649], [-8.292, 6.530, 4.577], [-6.999, 0.445, 7.063], [-4.445, -6.291, -4.154], [4.920, 0.573, 8.513], [-3.843, -0.353, -4.489], [-2.444, 0.750, -3.098], [-8.517, 4.356, 7.119], [-0.532, -5.138, 2.738], [3.177, 11.555, 4.146], [-5.873, -1.487, 8.951], [-7.974, 9.592, 7.355], [-1.629, 1.081, 1.660], [-0.624, 5.009, 12.818], [-12.488, 3.520, 7.561], [-1.631, -3.944, 5.323], [-3.154, -3.136, -0.613], [-6.032, -1.415, 7.875], [-6.200, 2.750, -3.769], [-5.392, 1.307, 9.222], [-6.833, 0.865, 9.216], [-2.225, 8.073, 9.510], [-7.647, 1.008, -3.397], [-4.030, -4.588, 1.358], [-8.519, 5.117, 8.656], [-7.458, 1.611, 11.158], [-4.523, 0.465, -4.727], [-0.922, 3.603, 10.706], [-0.627, -4.438, 6.419], [-7.470, 2.043, 7.395], [0.882, 7.256, 5.404], [1.600, 11.025, 6.258], [-0.501, -6.582, 4.540], [1.404, -3.891, 3.927], [-0.775, 3.930, 12.845], [0.530, -3.231, 1.184], [-4.892, 2.923, -4.431], [-5.623, 1.998, 2.466], [-3.118, -0.164, 7.145], [0.732, 7.118, 2.790], [-12.690, 1.363, 4.326], [-0.669, 9.257, 6.274], [-6.209, -0.692, -3.973], [-3.725, -6.770, -2.686], [-7.782, 2.644, 3.310], [-0.480, 8.459, 2.534], [0.865, 10.369, 3.351]], "lowdin_charge": [0.080, -0.052, 0.103, -0.156, 0.117, 0.114, 0.063, -0.138, 0.128, -0.029, 0.066, 0.109, 0.072, 0.081, 0.082, -0.119, 0.080, 0.068, -0.015, -0.122, 0.075, -0.213, 0.086, 0.101, 0.053, -0.472, -0.057, -0.029, 0.119, -0.141, 0.078, 0.074, 0.043, -0.022, 0.069, 0.046, -0.002, 0.103, 0.087, 0.120, -0.159, 0.115, 0.091, -0.117, 0.062, 0.066, 0.079, 0.076, -0.146, -0.002, -0.017, -0.027, 0.068, 0.103, 0.073, -0.029, 0.070, 0.089, 0.081, -0.125, -0.041, -0.039, 0.073, 0.067, 0.082, 0.074, -0.032, 0.051, 0.113, 0.117, 0.117, 0.106, 0.082, 0.103, -0.010, 0.087, 0.078, 0.089, -0.452, 0.115, 0.083, -0.145, 0.072, -0.030, 0.067, -0.447, 0.114, 0.058, 0.090, -0.062, 0.072, 0.075, 0.067, -0.030, 0.054, 0.084, 0.076, 0.080, 0.069, -0.456, -0.032, 0.095, 0.054, 0.075, -0.112, -0.059, 0.057, 0.055, 0.066, -0.018, 0.059, 0.079, -0.157, 0.081, -0.198, -0.025, -0.118, -0.116, 0.075, -0.497, 0.113, -0.173, -0.134, 0.082, 0.045, 0.078, -0.477, -0.109, 0.049, -0.033, 0.083, 0.083, 0.116, -0.029, -0.462, -0.001, 0.082, 0.077, 0.070, -0.040, 0.118, -0.137, 0.104, 0.085, -0.016, -0.188, -0.148, -0.171, 0.080, 0.101, -0.078, 0.108, -0.506, -0.137, 0.067, -0.012, -0.017, 0.072, -0.122, 0.086, 0.076, 0.082, 0.100, 0.083, -0.486, 0.075, 0.096, 0.093, 0.094, 0.116, 0.063, -0.039, 0.066, -0.448, -0.388, 0.119, -0.481, -0.165, 0.047, 0.112, -0.445, -0.197, 0.077, 0.101, -0.045, -0.437, -0.011, 0.098, 0.048, -0.115, 0.111, -0.023, 0.061, 0.069, 0.115, -0.173, 0.078, 0.065, 0.120, -0.008, 0.112, -0.156, 0.082, -0.019, 0.078, -0.085, 0.106, 0.075, -0.394, 0.090, -0.010, 0.098, 0.121, 0.087, -0.432, -0.059, 0.083, 0.041, 0.063, -0.023, 0.081, -0.043, 0.084, -0.126, 0.090, 0.060, 0.073, -0.141, 0.069, -0.465, -0.014, 0.057, 0.100, 0.089, 0.111, 0.066, 0.114, -0.018, 0.079, 0.074, 0.098, 0.076, 0.096, 0.118, 0.086, 0.063, 0.072, 0.093, -0.030, -0.032, 0.078, -0.031, 0.076, 0.083, 0.128, 0.063, 0.081, 0.065, 0.109, 0.080, 0.065, -0.090, 0.081, -0.171, 0.113, 0.079, -0.032, 0.085, -0.485, 0.118, 0.100, -0.450, -0.034, -0.478, 0.124, 0.123, -0.014, 0.083, 0.084, -0.131, 0.081, -0.020, 0.054, -0.137, -0.021, 0.091, -0.035, 0.077, 0.084, -0.089, 0.095, 0.074, 0.082, 0.056, 0.071, 0.108, 0.083, 0.082, 0.080, -0.010], "smiles": "CC1(C)CCCC(C)(C)N1O.CC1(C)CCCC(C)(C)N1O.CC1(C)CCCC(C)(C)N1O.CC1(C)CCCC(C)(C)N1O.CC1(C)CCCC(C)(C)N1O.CC1(C)CCCC(C)(C)N1O.CC1(C)CCCC(C)(C)N1O.CC1(C)CCCC(C)(C)N1O.CC1(C)CCCC(C)(C)N1O.CC1(C)CCCC(C)(C)N1O"}

***

Sequential E_LUMO output: 2.3, 0.4 eV
Sequential gap between HOMO and LUMO output: 7.7, 8.2 eV
Sequential electronic energy output: -1896.02018, -4842.42953 Ha